Entry 1:
The following is a DFT calculation (wB97M-V/def2-TZVPD) of C46H39IrN6O4P2STe as an isolated structure.

Output
Charge = +1
Frontier orbital gap (spin up / spin down) = 7.47 / 6.57 eV
2S+1 = 6
Energy = -105003.6807 eV
Relative energy (zero: lowest compared OMol25 entry of this formula, charge and spin) = 0.000 eV

The geometry in XYZ format:
```
100
Properties=species:S:1:pos:R:3:mulliken_charge:R:1
C 1.77446 1.75981 1.66428 0.20
C -4.00423 -3.11083 0.36125 0.52
C -0.97133 1.47190 -3.22110 0.44
N 0.53188 1.35490 1.65082 -0.39
H -0.71312 -1.06816 4.75239 0.46
H -6.30320 -4.80416 2.19069 0.44
N 1.97138 2.79965 2.50550 -0.11
C -0.30601 -4.73862 -3.72041 -0.68
C -7.99308 -1.39266 0.91199 -0.51
C -5.59043 -5.40648 0.25928 -0.63
H -4.68150 -5.75851 -1.65305 0.47
H -1.30288 4.74070 5.15748 0.44
H -8.38326 -0.92689 1.81033 0.39
H -5.78272 3.21659 2.00941 0.46
C -1.07969 1.84940 -4.65554 -1.07
O -0.54531 0.12328 -3.03242 -0.28
C -2.75513 -0.41964 4.80007 -0.78
H -6.56136 0.15624 0.54476 0.43
C -7.07962 -2.59782 -1.33813 -0.40
H 3.39765 0.42692 1.60708 0.43
C -3.94581 -3.96805 -0.73807 0.00
H -2.88005 3.07520 4.26680 0.58
O 1.64636 1.61396 -2.87602 -0.81
H -1.48859 3.75176 -0.38232 0.42
C -3.07708 2.39569 0.14069 0.02
H -8.60837 -4.02942 -0.86666 0.41
N -8.57085 -2.53189 0.53867 -0.59
C -0.95602 4.02097 4.42850 -0.96
H -4.09402 2.67103 -2.33680 0.55
N 2.33922 0.29959 -0.19364 -0.30
H 2.84010 3.28564 2.64832 0.25
C 1.95737 -1.90002 -1.06683 -0.01
H -0.78627 -1.69954 2.36028 0.47
C -6.95693 -0.79300 0.21123 -0.08
C -1.62534 -0.93537 4.18561 -0.67
H -0.23658 1.59170 -5.28481 0.49
C -2.21574 1.69565 -2.42980 -0.29
P -2.83256 -1.71114 0.37164 0.34
C -1.46868 2.13877 2.97984 1.07
H -2.47179 5.65769 0.82017 0.49
Te -4.94113 -0.54940 -2.09239 0.49
H -4.88183 -0.47437 2.17096 0.13
C -4.85419 -3.43142 1.41916 -0.50
C 2.91728 -1.03207 -0.33041 -0.82
C -4.18502 4.55524 1.50423 -0.89
H -6.74401 -3.13131 -2.21747 0.40
H 3.88489 -1.03366 -0.84449 0.43
C -5.64289 -4.57077 1.36587 -0.81
H -4.03102 3.49269 -4.66180 0.46
H -1.90277 -2.03328 -2.37744 0.81
O 0.28022 2.42195 -1.02993 -0.61
H -4.80976 0.15423 4.55100 0.47
C -3.96124 -0.58672 2.72891 0.43
C -6.47749 -1.42153 -0.92811 0.23
O 0.46968 3.78635 -3.05764 -0.73
H -3.26073 -3.75518 -1.54679 -0.11
C -2.42703 3.63352 0.14324 -0.49
N 2.29804 -3.02214 -1.72620 -0.11
H 0.40799 0.11525 -3.23886 0.55
H 1.06832 4.76347 4.43776 0.44
C 0.36776 4.04572 4.03282 -1.13
C -4.74030 -5.10246 -0.79408 -0.71
N 0.68019 -1.62176 -1.18053 -0.10
C -2.83062 -1.11542 2.09938 0.61
H -6.20406 -6.29708 0.22412 0.42
H 1.75850 -5.28197 -3.43586 0.44
C -3.46878 -0.37686 -0.64526 -0.29
H -2.29986 -3.95531 -3.88033 0.52
C -3.20838 2.90254 -4.28511 -0.94
C 0.74935 3.09394 3.09701 0.68
H 3.07735 -1.44727 0.66788 0.39
H -4.89585 -2.80392 2.29710 0.46
H 3.22657 -3.40311 -1.79625 0.24
H -2.72404 -0.14534 5.84621 0.42
C -1.32756 -3.82334 -3.42341 -1.29
C -2.98157 4.70334 0.82299 -0.65
C -3.23300 2.44224 -2.95334 -0.23
C -3.92520 -0.24386 4.07013 -1.15
H -0.51205 -5.56407 -4.38775 0.43
H -4.79100 1.30497 0.79057 -0.71
C 0.96036 -4.59348 -3.19395 -1.14
S 0.50064 2.46087 -2.51964 1.36
P -2.31497 0.99739 -0.74364 0.26
C -2.13363 2.54655 -5.13384 -0.69
H -2.15670 2.83310 -6.17655 0.46
C 0.14361 -2.60773 -2.02059 -0.10
H 2.40476 0.81755 -1.07254 0.23
C -0.14545 2.16738 2.55768 -0.33
C -1.85622 3.07465 3.91679 -1.39
C -4.28209 2.25698 0.81455 0.56
C -8.12167 -3.10659 -0.57267 -0.47
C 2.88388 1.09186 0.90813 -1.07
C -1.12264 -2.75317 -2.57738 0.08
C 1.15831 -3.50567 -2.35284 0.90
Ir -0.11354 0.27440 -0.34093 3.44
H 3.62048 1.82476 0.56923 0.44
H -2.16032 1.40027 2.59764 0.63
C -4.83667 3.33282 1.49571 -0.32
H -4.61557 5.39526 2.03326 0.42
C -1.66399 -1.28270 2.84093 -0.64
```

=====

Entry 2:
The following is a DFT calculation (wB97M-V/def2-TZVPD) of C18H33MnN4O2S3 as an isolated structure.

Output
Charge = +1
Frontier orbital gap (spin up / spin down) = 7.57 / 7.18 eV
2S+1 = 2
Energy = -93077.7732 eV

The geometry in XYZ format:
```
61
Properties=species:S:1:pos:R:3:nbo_charge:R:1
C -0.96221 -3.56013 3.47093 -0.61
Mn -0.73278 -0.67154 -0.30267 0.97
C 1.84975 2.60026 -0.84059 -0.67
S -1.67057 -0.19482 2.65688 1.27
C -3.34971 0.75654 -4.56723 -0.62
S -2.82703 0.37734 -0.50314 -0.29
N -0.05327 1.12054 -0.37244 -0.22
H 0.42646 -1.91883 3.69127 0.22
H 1.20605 -3.15019 -0.24331 0.21
H -2.51516 -1.25352 -4.79840 0.23
C 1.85370 -2.28383 -0.29661 0.08
H -1.85022 -3.96065 3.96296 0.21
H -4.31327 0.49736 -5.00318 0.24
H 5.08050 -1.31779 -0.30336 0.23
H 2.83569 2.48887 -1.28397 0.22
O -0.83854 -0.98528 1.63185 -1.00
C 3.23173 -2.41151 -0.27468 -0.25
O -0.82221 -1.17514 -2.23092 -0.98
H 1.72410 2.64562 2.61438 0.20
H 2.63259 1.95232 3.95736 0.22
N -0.82860 2.24136 -0.35579 -0.47
C 4.00090 -1.25979 -0.33482 -0.14
N -2.95094 3.01176 -0.28939 -0.78
H -2.75477 1.23747 -5.34487 0.21
C -2.12091 1.95570 -0.37015 0.30
H 2.12396 -0.67170 -5.01917 0.24
C 1.98883 0.02589 -0.46704 0.17
H -1.37262 -0.46073 4.97212 0.24
H -2.56032 3.93848 -0.27662 0.41
H 1.70550 -0.82833 -3.31286 0.22
H -3.94276 2.88604 -0.36988 0.41
C -0.48753 -2.28733 4.15788 -0.41
N 1.24589 -1.10360 -0.38873 -0.46
C 1.46259 -0.30283 -4.23682 -0.62
H -2.54206 -1.60449 4.32671 0.24
H 3.96110 0.88148 -0.46497 0.23
H -3.24033 -0.94052 -3.20971 0.26
H -3.51525 1.47419 -3.76415 0.23
C 1.62935 2.16666 3.59105 -0.60
H -0.60474 1.75921 2.08906 0.25
H 1.24926 0.20211 2.77981 0.22
H -1.17116 1.82793 3.75295 0.24
H -0.18237 -1.59974 -4.84258 0.24
H 1.17462 2.88842 4.27125 0.21
C -0.61680 1.21304 3.03809 -0.60
C -1.54621 -1.18637 4.17521 -0.59
C 1.21973 1.27748 -0.55823 0.19
H 1.21065 3.16497 -1.51854 0.26
H -0.19032 -4.32857 3.51085 0.22
H -0.28914 0.05421 -5.48311 0.23
H -0.24164 -2.50362 5.19984 0.22
H 1.65795 0.76127 -4.10056 0.22
H 3.68222 -3.39100 -0.20908 0.24
H 0.77798 0.38708 4.46303 0.21
C -2.67737 -0.49682 -4.03029 -0.58
H 1.94230 3.19956 0.06864 0.24
C 0.01454 -0.54908 -4.62390 -0.58
C 3.37843 -0.02652 -0.43196 -0.23
C 0.79735 0.89353 3.49526 -0.42
H -1.20726 -3.38036 2.42487 0.21
S -1.08565 -0.08204 -3.27854 1.25
```

=====

Entry 3:
The following is a DFT calculation (wB97M-V/def2-TZVPD) of C37H42Ge3NPdSe as an isolated structure.

Output
Charge = 0
Frontier orbital gap (spin up / spin down) = 6.78 / 5.89 eV
2S+1 = 2
Energy = -278914.2388 eV

The geometry in XYZ format:
```
85
Properties=species:S:1:pos:R:3:mulliken_charge:R:1
H 6.28605 -5.24081 0.61124 0.30
C 2.59718 -1.64990 1.84209 -1.06
Pd 0.48899 0.55291 0.35217 0.62
H -1.67899 -3.12788 -1.38522 0.26
H -2.27586 0.83947 -1.86374 -0.14
C 5.14291 -3.59204 -0.16763 0.52
H -3.10484 -2.62876 3.37635 0.38
Ge -1.90507 -2.76165 1.11766 0.93
H 4.31622 2.33696 -0.14617 0.24
Ge -1.65056 -0.32359 1.05125 0.05
H 2.55765 -2.00033 -3.43051 0.24
H 2.85063 -0.59089 1.92392 0.28
H -6.96480 1.99941 0.34873 0.38
C 2.76555 -3.00584 -3.06146 -1.62
H 3.44851 -3.50213 -3.74939 0.40
C 0.71915 0.15279 4.55895 -0.70
C -0.71689 0.42765 2.61998 -0.03
H -4.03691 5.44082 -0.74672 0.44
C 6.44766 -4.29757 0.08570 -1.50
C 0.11769 1.70175 -3.08093 0.02
Ge -0.93850 1.47634 -1.43585 0.75
C 0.99310 1.51546 4.57115 -0.55
H -6.42025 -0.23848 -0.56073 0.42
C -3.35409 -3.07654 2.41430 -1.29
H -0.41328 3.03974 -6.16175 0.38
H 7.11175 -3.68995 0.70114 0.36
H 0.62838 3.40205 3.61518 0.47
C -4.39948 -0.19663 0.14837 -0.10
C -2.40815 -3.45422 -0.64565 -1.16
C 2.34141 1.51143 0.09994 -0.66
C -5.66968 0.33072 -0.02873 -0.77
H -4.17855 -1.17537 -0.25533 0.22
H 1.97364 2.43145 -6.41069 0.37
C -0.45527 4.11696 -0.24265 -0.21
C 1.45535 2.23062 -5.48162 -0.45
C 4.55730 -3.59237 -1.42475 -1.05
C 1.45633 1.36064 -3.23751 0.25
H 1.64886 1.92990 5.32538 0.38
C -5.97446 1.58459 0.48066 -0.55
H -0.09203 -3.55686 2.77308 0.38
H 1.51196 -1.72025 1.76705 -0.33
C -0.42143 1.80272 2.64742 0.85
C 0.42378 2.33887 3.61520 -1.25
C -0.78000 5.40164 0.16892 -0.61
C -5.00408 2.30148 1.16312 -0.75
C 3.25178 -2.30452 0.65808 0.94
C -3.02878 5.07195 -0.60367 -0.52
H -0.30075 -1.45127 3.58795 0.22
H 1.81550 -3.54340 -3.07254 0.33
H -3.45741 3.15949 -1.46220 0.36
H 1.97442 0.84581 -2.44090 0.19
C -1.40837 3.28896 -0.83633 0.40
H -2.40210 -4.54421 -0.61305 0.45
H 0.55854 3.75092 -0.09764 0.23
C -0.11134 -0.38257 3.58924 -0.32
H -0.02718 6.03126 0.62645 0.43
C -0.35229 -3.78359 1.73919 -1.08
H -5.23142 3.28117 1.56375 0.45
H -2.99759 2.35630 1.86767 0.22
C -3.40847 0.51490 0.82563 0.21
H 0.51097 -3.61314 1.10587 0.13
H 5.05944 -4.09749 -2.24235 0.30
C 2.68005 -2.30849 -0.62500 0.25
H -0.61947 -4.84100 1.68626 0.52
C 0.11755 2.57086 -5.34301 -0.69
Se 0.97878 -1.51964 -1.05627 0.10
H -0.87503 2.47474 1.92478 0.08
H 2.90741 -2.13228 2.77066 0.48
C -2.69776 3.78694 -1.01297 -0.42
C 3.34523 -2.96309 -1.67537 0.47
H -4.29335 -2.64340 2.07175 0.38
H -1.58731 2.57992 -4.05641 0.34
H -3.49812 -4.14667 2.56367 0.47
H -3.39852 -3.12895 -0.95573 0.43
H 6.96084 -4.52278 -0.84839 0.36
H -2.32851 6.88098 0.31255 0.39
H 1.16089 -0.49481 5.30520 0.44
C 4.47169 -2.94352 0.85714 -0.75
N 3.39286 1.97955 -0.03490 -0.06
C -0.54210 2.30726 -4.15142 -0.42
C -2.07138 5.87987 -0.00876 -0.51
C 2.12173 1.62341 -4.42852 -0.85
H 3.16210 1.34132 -4.53600 0.41
C -3.73188 1.77266 1.33030 0.15
H 4.90248 -2.93775 1.85339 0.41
```

=====

Entry 4:
The following is a DFT calculation (wB97M-V/def2-TZVPD) of a 7-piece molecular cluster, C4H22N2O8 overall.

Output
Charge = 0
Frontier orbital gap = 9.85 eV
Energy = -23863.7731 eV
SMILES string = C[C@H](CO)NC(N)=O.O.O.O.O.O.O
Relative energy (zero: lowest compared OMol25 entry of this formula, charge and spin) = 2.753 eV

The geometry in XYZ format:
```
36
Properties=species:S:1:pos:R:3:nbo_charge:R:1
C 1.21180 0.84005 0.51060 -0.08
H -1.60683 0.77482 1.37787 0.51
H -2.24154 -2.12605 -2.96524 0.47
H 1.00559 -3.55449 -0.90261 0.40
H -2.28326 2.51061 3.00866 0.46
N 0.86898 -2.83516 -0.22987 -0.86
H 0.29376 -3.02253 0.51188 0.38
O 3.38958 1.45628 -2.31977 -0.97
H -2.94695 -0.80229 -3.31500 0.47
H -0.63051 0.76285 -0.69354 0.18
C 1.52296 -1.55482 -0.46118 0.82
H 2.89957 0.61687 -1.99028 0.49
H 0.16402 2.44246 -0.30407 0.19
H 3.15859 1.48612 -3.34289 0.48
H -2.24817 0.20862 3.08139 0.48
O -2.90283 -1.74910 -3.49994 -0.94
H 0.59592 -1.01497 1.26192 0.40
H -3.74377 -0.49532 0.45052 0.48
H 1.95248 1.21811 -0.31131 0.25
C -0.16385 1.41529 0.10051 -0.08
H -0.92099 2.75904 3.15719 0.48
H 1.10697 2.33825 2.13969 0.21
H 1.15609 0.65078 2.79235 0.22
O -1.67889 2.44638 3.68647 -0.94
H 2.11048 -1.18523 -3.45896 0.50
H -1.41765 -0.80777 3.69603 0.47
O -1.11330 1.66064 1.12957 -0.78
O 1.91101 -1.31578 -1.66233 -0.74
C 1.52277 1.22395 1.98522 -0.62
O -3.00712 -0.04089 0.04329 -0.94
H -2.85811 -0.60543 -0.70527 0.47
N 1.23708 -0.70618 0.55051 -0.63
O 1.54680 -1.34405 -4.29729 -0.96
H 2.63158 1.28018 2.18352 0.23
O -1.78536 -0.62488 2.91290 -0.94
H 1.26312 -2.30635 -4.12055 0.46
```

=====

Entry 5:
The following is a DFT calculation (wB97M-V/def2-TZVPD) of one molecule with the formula C4H10NOP.

Output
Charge = 0
Frontier orbital gap = 9.20 eV
Energy = -17133.2751 eV
Relative energy (zero: lowest compared OMol25 entry of this formula, charge and spin) = 3.693 eV

The geometry in XYZ format:
```
17
Properties=species:S:1:pos:R:3:nbo_charge:R:1
H -1.51793 0.96228 -1.68747 0.29
C 1.00328 -0.75537 0.69692 -0.07
H 3.03361 -0.74885 0.35102 0.21
H 2.35107 -1.70372 -0.78475 0.22
C -0.40613 0.95589 -1.42161 -0.96
H 0.02342 -0.10571 -1.45578 0.23
C 2.20799 -0.81844 -0.23570 -0.64
C -2.87179 0.36992 0.15386 -0.12
H -3.73133 -0.16011 0.79486 0.09
H 0.05043 1.75704 -1.86911 0.22
H 0.21233 -1.16912 0.17210 0.17
O 0.68470 0.53423 1.23651 -0.80
P -0.43132 1.51356 0.45442 1.19
H -1.86281 0.26278 1.92083 0.37
H 0.97331 -1.34873 1.67007 0.20
N -1.93134 0.56398 1.01126 -0.81
H 2.21248 -0.10962 -1.00743 0.22
```

=====

Entry 6:
The following is a DFT calculation (wB97M-V/def2-TZVPD) of C24H53GeN3O11PTeTi as an isolated structure.

Output
Charge = 0
Frontier orbital gap (spin up / spin down) = 6.76 / 6.79 eV
2S+1 = 2
Energy = -148959.0108 eV
Relative energy (zero: lowest compared OMol25 entry of this formula, charge and spin) = 0.910 eV

The geometry in XYZ format:
```
95
Properties=species:S:1:pos:R:3:mulliken_charge:R:1
O -0.60587 -0.42197 -2.60430 0.11
H -5.14234 -1.71586 1.71934 0.44
H -0.35711 4.51518 2.41784 0.38
H -2.08004 -0.93063 -5.57541 0.44
C -1.13895 -3.74033 0.79015 -1.87
H -3.35356 -2.84221 1.42221 0.65
H -1.34704 0.58858 -5.05762 0.43
C -2.97506 -0.18732 -3.04943 -1.06
C -3.42287 1.17989 1.76300 -0.90
Ge 0.51247 1.13360 -2.99606 -1.28
C 4.25519 1.42610 3.56111 -1.55
N 0.92932 -3.22126 -0.48147 0.34
H 4.65965 2.00720 2.73213 0.31
H 4.80285 0.77668 -2.51523 0.43
H -1.95138 -2.69418 -2.32929 -0.04
C 2.94173 -0.19764 -2.00976 1.63
H 3.03475 -3.36328 1.32594 0.30
H -1.37247 3.36422 4.41925 0.28
H -3.25326 -0.46742 -2.03480 0.00
H 2.30533 -2.02480 -2.98636 0.18
C -1.67494 -0.86814 -3.46357 1.44
H -2.86148 0.89799 -3.07871 -0.02
H -0.13959 4.55820 4.86862 0.40
Te -0.45583 -0.28084 3.84332 -0.47
H 1.00498 3.31042 0.01374 -0.02
H 2.68431 -3.05628 3.04710 0.50
H 0.01792 -5.34623 2.33733 0.29
N 0.99894 -3.52328 1.92748 -0.02
H 1.48820 3.79794 -1.61759 0.37
C 1.02073 -4.95925 2.16008 -1.04
H -3.78232 -0.47542 -3.72566 0.54
C 3.76093 1.04832 -2.33749 -1.86
P 0.57652 1.11807 2.25902 -0.28
H -4.35109 1.74359 1.66578 0.44
C 3.52466 -0.87833 -0.78196 -1.64
H 0.55440 4.91415 -0.61142 0.42
O 0.73024 0.66204 0.80813 -0.15
C -0.59711 3.25730 -1.42260 1.38
H 0.23053 2.82317 4.90844 0.26
C 2.90768 -1.14609 -3.20364 -1.76
H -4.28943 -1.19876 3.19821 0.29
O 0.58649 -2.21177 -1.34491 -0.22
H -2.67700 1.58144 1.09092 -0.27
H 2.95087 -1.76396 -0.51526 0.22
Ti 0.00812 -0.56644 -0.61665 -0.48
C 2.31497 -2.92195 2.02963 -0.83
H -1.13860 4.96452 -2.63202 0.47
H -0.35618 -0.87879 -5.18044 0.37
O 0.05357 -1.68593 0.88118 0.86
H 2.23527 -1.85409 1.84194 -0.19
O -2.00667 -3.06842 -0.11046 -0.30
O -0.42323 1.84295 -1.57666 1.39
H 3.71817 1.75069 -1.50352 0.30
H 1.22793 3.88510 2.87904 0.39
O -0.15743 2.53607 2.15507 0.25
O 1.21317 -4.33438 -0.95729 -0.80
H 4.55330 -1.18619 -0.97719 0.61
C -0.94427 3.89895 -2.76763 -1.98
H 2.63164 0.04303 3.94418 0.32
H -0.85484 -2.85015 -3.69284 0.29
H -1.54572 -3.72590 1.80500 0.53
C -2.83075 -0.89182 0.65530 0.58
C -3.07026 -2.38774 0.47084 -1.95
H -3.04492 1.24461 2.78456 0.43
H 1.48302 -5.52433 1.34249 0.33
H -1.99267 4.53703 -0.38368 0.55
H 3.92424 -1.46184 -3.44676 0.57
C -1.33911 -0.49261 -4.90495 -1.98
H -5.48726 -0.14750 2.42688 0.35
H 3.25079 0.00543 2.28447 -0.19
C -1.76146 3.47264 -0.46794 -0.70
O 2.02654 1.60712 2.74086 -0.41
C 3.02900 0.65685 3.13247 0.54
O -1.92792 -0.29385 0.03786 1.09
O 1.61151 0.25704 -1.66206 1.79
H -2.60370 -2.73710 -3.97999 0.54
C 0.15467 3.70233 2.93527 -0.41
H -1.03070 -4.76636 0.44000 0.59
C 0.22082 -3.03871 0.83961 0.78
H 5.02367 0.73473 3.90886 0.41
H -1.50744 3.09174 0.51662 -0.57
N -3.67509 -0.22063 1.43201 0.25
H -2.64532 2.95286 -0.84440 0.33
H -3.92692 -2.47480 -0.20881 0.43
C -4.69750 -0.87189 2.23867 -1.07
H 3.51892 -0.18267 0.05893 0.17
H 4.00914 2.10672 4.37637 0.35
H 2.50013 -0.64166 -4.08404 0.30
C -1.78028 -2.38194 -3.35643 -1.33
H 1.59312 -5.13628 3.07071 0.40
H 3.38573 1.54401 -3.23525 0.39
C -0.30947 3.60121 4.37107 -1.26
H -1.84080 3.43720 -3.18860 0.36
H -0.13045 3.80096 -3.48835 0.41
C 0.69153 3.86142 -0.87055 -1.30
```

=====

Question: Look up the energy of the third one.
Answer: -278914.2388 eV